No. 1
This record from the Open Molecules 2025 dataset describes 2 unconnected molecules or ions with the total composition C3H8O. The level of theory is wB97M-V/def2-TZVPD.

Positions of all 12 atoms, in Å:
1 C 1.31411 -0.51130 1.81530
2 C 0.32521 -0.71885 0.96776
3 H 2.12607 -1.29407 2.02449
4 H 1.24839 0.39492 2.38837
5 H 0.10536 -1.36650 0.00934
6 H -0.45936 0.00742 0.95361
7 C -1.28342 0.66005 -0.95269
8 O -0.12333 0.29405 -1.56059
9 H -1.69904 -0.29202 -0.83525
10 H -1.10779 1.32095 -0.02030
11 H -1.85261 1.25999 -1.71536
12 H 0.49020 1.03746 -1.30237

Atomic forces in eV per Å
C 1.10 -2.23 0.15
C -1.02 -0.65 -2.44
H -1.00 1.60 -0.52
H 0.26 -0.01 0.59
H 1.25 0.33 2.63
H -0.03 0.30 0.51
C -1.46 2.91 -0.49
O 4.07 1.84 -0.21
H -1.90 -0.91 1.17
H -0.78 -1.25 -1.37
H -0.20 -0.37 0.98
H -0.29 -1.56 -1.00

Computed properties:
charge: 0
energy relative to the best compared isomer or geometry (same formula, charge and spin): 2.754 eV
SMILES string: C=C.CO
LUMO: 0.0333 Ha
HOMO-LUMO gap: 10.8 eV

Löwdin population analysis, charges in e, atoms 1 to 8:
1. C -0.08
2. C -0.12
3. H 0.07
4. H 0.04
5. H 0.11
6. H -0.01
7. C -0.25
8. O -0.15

***

No. 2
This record from the Open Molecules 2025 dataset describes a molecular structure, C5H8O. The level of theory is wB97M-V/def2-TZVPD.

Positions of all 14 atoms, in Å:
1 C 2.05923 0.64381 0.53153
2 C -1.99779 -1.22730 0.20440
3 C 0.71197 0.70924 0.89430
4 C -1.07634 -0.39820 -0.65122
5 O 1.32789 0.58858 -1.40375
6 C -0.05383 0.26377 -0.16339
7 H 1.37494 1.53635 -1.60484
8 H 2.76038 1.38504 0.90315
9 H 2.54747 -0.26199 0.19708
10 H 0.32624 1.47379 1.55651
11 H -1.25557 -0.37596 -1.71874
12 H -3.03772 -0.92374 0.05786
13 H -1.76214 -1.12872 1.26444
14 H -1.92471 -2.28469 -0.06734

Atomic forces in eV per Å
C -0.32 -0.39 1.64
C -0.05 0.15 0.06
C 1.37 0.80 0.26
C 0.03 0.00 -0.15
O -1.54 -0.29 0.31
C 0.99 -0.58 -1.93
H -0.47 -0.05 0.04
H -0.02 0.09 0.15
H -0.26 0.10 -0.32
H 0.10 0.08 -0.03
H 0.05 0.03 0.04
H 0.06 -0.02 0.01
H 0.04 -0.01 -0.06
H 0.02 0.09 -0.01

Computed properties:
charge: 0
energy relative to the best compared isomer or geometry (same formula, charge and spin): 4.870 eV
LUMO: 0.0168 Ha
HOMO-LUMO gap: 8.3 eV

Löwdin population analysis, charges in e, atoms 1 to 8:
1. C 0.04
2. C -0.09
3. C -0.16
4. C -0.13
5. O -0.17
6. C -0.11
7. H 0.04
8. H 0.08